8
Properties=species:S:1:pos:R:3:nbo_charge:R:1 method="wB97M-V/def2-TZVPD" lumo_ev=4.55 homo_ev=-3.168 charge=-1 de_lowest_kj_mol=369.3 smiles=[O-]P(O)NO orbital_gap_ev=7.7
N 0.30 -0.34 0.26 -0.676
O 0.17 -1.76 -0.10 -0.652
O -1.49 0.63 -1.30 -1.216
O -0.28 1.96 0.38 -1.032
P -1.23 0.59 0.18 1.320
H 0.46 -0.42 1.30 0.324
H -0.47 -1.75 -0.88 0.464
H 0.30 1.85 -0.35 0.467

***

264
Properties=species:S:1:pos:R:3:mulliken_charge:R:1 method="wB97M-V/def2-TZVPD" lumo_ev=0.14 homo_ev=-7.995 charge=0 de_lowest_kj_mol=21.9 orbital_gap_ev=8.1
C -5.56 -4.43 -0.57 0.528
O -5.36 -5.49 -1.15 -0.642
N -6.28 -4.30 0.58 -0.327
N -5.20 -3.19 -1.09 -0.417
H -6.70 -5.17 0.88 0.280
H -6.87 -3.52 0.81 0.187
H -5.02 -2.47 -0.43 -0.111
H -4.58 -3.26 -1.89 0.233
C 1.70 -3.44 2.32 -0.215
O 2.61 -2.88 1.66 -0.175
N 1.00 -4.48 1.78 0.054
N 1.27 -2.89 3.56 0.290
H 1.56 -4.94 1.07 0.239
H 0.43 -5.01 2.44 -0.038
H 1.68 -1.98 3.59 -0.021
H 0.27 -2.89 3.69 -0.423
C -5.66 0.52 -2.07 0.373
O -5.14 1.48 -2.54 -0.496
N -5.88 0.25 -0.75 -0.329
N -6.06 -0.57 -2.74 -0.297
H -6.88 0.16 -0.65 0.281
H -5.54 1.08 -0.24 0.107
H -6.02 -1.47 -2.29 0.212
H -5.95 -0.55 -3.76 0.315
C 0.28 3.37 -7.01 -1.647
C 1.50 3.14 -6.20 2.267
C 1.10 2.95 -4.76 -0.411
C 2.20 2.34 -3.91 0.152
C 2.52 0.99 -4.50 0.079
C 3.01 1.11 -5.95 1.827
N 1.98 1.81 -6.70 0.000
O 2.49 2.01 -7.97 -0.519
C 4.42 1.64 -5.99 -1.869
C 3.07 -0.36 -6.50 -1.886
C 2.50 4.24 -6.26 -1.937
H -0.54 2.70 -6.76 0.249
H 0.46 3.34 -8.12 0.581
H -0.01 4.47 -6.89 0.068
H 0.80 3.89 -4.29 -0.069
H 0.17 2.33 -4.70 -0.252
H 1.88 2.28 -2.84 -1.187
H 3.10 2.96 -3.89 1.036
H 1.68 0.29 -4.54 0.453
H 3.28 0.45 -3.92 -0.750
H 4.59 2.57 -5.45 0.355
H 5.09 0.92 -5.49 0.341
H 4.73 1.88 -7.02 0.429
H 2.05 -0.80 -6.47 0.427
H 3.36 -0.37 -7.56 0.533
H 3.76 -1.00 -5.97 0.171
H 3.20 4.33 -5.42 0.275
H 2.09 5.23 -6.20 0.502
H 3.07 4.19 -7.21 0.354
H 1.98 1.41 -8.55 0.395
C -2.21 1.92 -1.53 -0.606
C -1.28 0.94 -0.86 2.627
C -0.42 1.70 0.15 0.225
C 0.34 0.79 1.05 1.169
C -0.66 -0.11 1.80 -0.366
C -1.52 -0.93 0.80 3.548
N -2.12 0.02 -0.20 0.938
O -2.76 -0.89 -1.14 0.476
C -0.70 -2.00 0.11 0.520
C -2.71 -1.55 1.49 -1.262
C -0.49 0.28 -1.96 -0.490
H -1.63 2.73 -2.02 -0.925
H -2.88 2.39 -0.84 0.926
H -2.80 1.41 -2.29 -0.660
H 0.29 2.34 -0.41 -0.827
H -1.01 2.31 0.78 0.012
H 1.02 1.36 1.72 0.508
H 1.03 0.15 0.50 -1.716
H -1.21 0.50 2.54 -0.282
H -0.08 -0.85 2.30 -0.250
H -0.52 -2.83 0.82 -0.297
H -1.21 -2.48 -0.72 -0.469
H 0.20 -1.59 -0.30 -1.037
H -3.23 -2.22 0.85 -0.081
H -2.46 -2.10 2.41 -0.209
H -3.41 -0.79 1.82 0.193
H -1.09 -0.38 -2.62 0.247
H 0.40 -0.30 -1.67 -0.827
H 0.11 0.90 -2.63 -0.377
H -3.65 -0.77 -0.76 -0.553
C 2.86 -1.94 -2.07 -1.012
C 4.15 -2.64 -2.24 1.412
C 5.10 -1.56 -2.77 0.603
C 6.52 -2.02 -2.77 -1.017
C 6.85 -2.33 -1.30 -1.000
C 5.94 -3.43 -0.66 1.242
N 4.58 -3.00 -0.93 1.840
O 3.78 -4.02 -0.40 -0.810
C 6.35 -4.85 -1.01 -1.873
C 6.14 -3.27 0.87 -1.754
C 3.98 -3.75 -3.29 -1.776
H 2.09 -2.63 -1.75 0.746
H 2.55 -1.31 -2.89 -0.136
H 3.06 -1.27 -1.26 -0.261
H 4.67 -1.30 -3.74 -0.512
H 4.95 -0.72 -2.10 -0.417
H 7.23 -1.24 -3.07 0.484
H 6.66 -2.87 -3.45 0.433
H 6.71 -1.36 -0.72 0.053
H 7.87 -2.67 -1.18 0.590
H 6.43 -5.08 -2.05 0.345
H 7.26 -5.18 -0.50 0.455
H 5.62 -5.45 -0.51 0.396
H 5.67 -2.33 1.25 0.156
H 5.53 -4.03 1.35 0.474
H 7.11 -3.41 1.35 0.345
H 4.79 -4.50 -3.36 0.239
H 3.83 -3.38 -4.27 0.350
H 3.07 -4.30 -3.05 0.366
H 3.32 -3.59 0.33 0.347
C -5.86 6.91 -5.12 -2.105
C -4.92 6.02 -4.33 1.941
C -4.84 4.73 -5.15 -2.103
C -3.68 3.89 -4.68 0.817
C -2.38 4.74 -4.82 -0.559
C -2.41 6.02 -3.96 1.690
N -3.62 6.68 -4.23 0.436
O -3.74 7.82 -3.40 -0.542
C -2.14 5.61 -2.52 0.083
C -1.20 6.84 -4.48 -1.937
C -5.52 5.81 -2.91 -1.748
H -5.35 7.34 -5.98 0.495
H -6.25 7.68 -4.45 0.404
H -6.70 6.40 -5.52 0.380
H -5.77 4.17 -5.04 0.460
H -4.65 4.96 -6.20 0.453
H -3.67 3.04 -5.31 0.249
H -3.84 3.48 -3.66 -0.533
H -2.35 5.08 -5.85 0.787
H -1.46 4.20 -4.55 -0.577
H -1.22 5.05 -2.60 -0.684
H -1.96 6.35 -1.73 0.442
H -3.00 4.99 -2.17 -0.224
H -1.09 7.78 -3.92 0.473
H -0.21 6.29 -4.46 -0.009
H -1.34 7.08 -5.51 0.564
H -5.63 6.75 -2.33 0.365
H -5.12 5.10 -2.21 0.240
H -6.53 5.43 -3.06 0.501
H -3.51 8.53 -4.04 0.368
C 1.25 -1.95 7.30 -1.326
C 1.09 -0.46 7.57 2.163
C 1.50 0.34 6.39 -1.655
C 0.54 0.39 5.20 2.430
C -0.78 1.01 5.79 -2.439
C -1.32 0.22 7.00 2.395
N -0.31 -0.01 7.98 0.172
O -0.89 -0.91 8.88 -0.536
C -2.38 1.10 7.67 -1.833
C -1.97 -1.02 6.36 -1.412
C 1.96 -0.13 8.74 -2.072
H 2.33 -2.02 7.08 0.415
H 0.71 -2.28 6.38 0.044
H 1.08 -2.64 8.16 0.334
H 1.65 1.41 6.73 0.378
H 2.50 0.00 6.08 0.351
H 0.36 -0.60 4.77 -1.062
H 0.98 1.08 4.47 -0.530
H -1.66 1.10 5.15 0.462
H -0.58 2.07 6.06 0.320
H -3.10 0.59 8.30 0.421
H -2.00 2.01 8.17 0.410
H -2.95 1.51 6.83 0.325
H -2.31 -1.80 7.05 0.429
H -2.83 -0.76 5.73 0.486
H -1.37 -1.52 5.60 -0.183
H 3.01 -0.25 8.47 0.321
H 1.79 -0.68 9.66 0.408
H 1.69 0.92 8.97 0.492
H -0.92 -0.50 9.73 0.334
C 3.54 3.44 3.68 -1.841
C 4.39 2.53 2.75 1.070
C 4.17 1.11 3.25 -0.363
C 4.81 0.11 2.31 -1.501
C 4.22 0.26 0.93 1.270
C 4.46 1.66 0.43 1.475
N 3.85 2.62 1.45 1.365
O 4.06 3.89 0.87 -0.719
C 5.88 1.91 0.03 -1.717
C 3.61 1.81 -0.80 -1.442
C 5.84 2.94 3.13 -1.784
H 2.44 3.25 3.52 -0.083
H 3.77 4.48 3.40 0.462
H 3.94 3.42 4.72 0.530
H 4.47 1.12 4.34 0.714
H 3.08 0.89 3.29 -0.653
H 4.59 -0.86 2.74 0.680
H 5.94 0.15 2.24 0.482
H 3.18 -0.04 0.90 -0.748
H 4.67 -0.55 0.34 -0.551
H 6.16 1.20 -0.72 0.346
H 5.93 2.86 -0.50 0.395
H 6.60 1.88 0.86 0.220
H 2.58 1.43 -0.73 -0.646
H 3.47 2.85 -1.13 1.149
H 4.17 1.39 -1.65 0.014
H 6.14 3.89 2.69 0.354
H 6.65 2.20 2.99 0.317
H 5.75 3.15 4.20 0.542
H 3.16 4.10 0.61 0.273
C -2.26 -5.40 0.99 -1.445
C -2.53 -5.93 2.42 1.371
C -2.71 -7.51 2.30 -0.961
C -2.51 -8.34 3.56 -0.757
C -1.27 -7.86 4.33 -1.418
C -1.18 -6.35 4.63 1.680
N -1.30 -5.63 3.31 -0.085
O -1.41 -4.24 3.55 1.210
C -2.20 -6.03 5.76 -1.600
C 0.23 -6.06 5.07 -1.669
C -3.89 -5.46 3.00 -1.665
H -2.81 -5.89 0.22 0.689
H -1.21 -5.40 0.67 0.280
H -2.53 -4.34 1.00 -0.385
H -3.76 -7.66 2.00 0.274
H -2.01 -7.96 1.53 0.409
H -2.28 -9.36 3.22 0.389
H -3.42 -8.37 4.13 0.386
H -0.49 -8.23 3.61 0.331
H -1.20 -8.45 5.26 0.420
H -1.80 -6.52 6.64 0.541
H -2.32 -4.95 5.95 0.120
H -3.19 -6.44 5.59 0.383
H 0.30 -5.03 5.41 0.199
H 0.49 -6.80 5.90 0.466
H 0.93 -6.10 4.24 0.290
H -4.04 -5.85 3.98 0.470
H -4.66 -5.87 2.33 0.332
H -4.02 -4.40 2.92 0.151
H -2.25 -4.18 3.99 -0.139
C 1.39 4.99 -1.17 -0.386
O 1.72 4.97 0.21 -0.402
H 1.01 4.02 -1.47 -0.185
H 0.79 5.87 -1.37 0.572
H 2.29 5.17 -1.74 0.287
H 1.55 5.76 0.67 0.213
C -1.41 3.84 3.03 -0.403
O -2.57 3.03 3.40 -0.314
H -0.65 3.23 2.62 -0.212
H -1.71 4.44 2.17 0.421
H -1.10 4.47 3.86 0.433
H -3.24 3.70 3.59 0.226
C -1.98 -4.73 -2.81 -0.592
O -2.32 -3.32 -3.05 -0.353
H -1.53 -5.12 -3.69 0.432
H -1.39 -4.83 -1.89 0.133
H -2.94 -5.30 -2.77 0.172
H -1.47 -2.91 -3.35 0.219
C -3.62 0.46 -5.24 0.183
O -5.03 0.72 -5.25 -0.686
H -3.19 0.37 -6.24 0.428
H -3.14 1.25 -4.71 -0.457
H -3.40 -0.50 -4.75 0.101
H -5.14 1.26 -4.45 0.375
C -5.26 2.57 1.88 -0.871
O -4.36 2.26 0.92 -0.379
H -5.24 3.66 2.09 0.237
H -6.26 2.30 1.49 0.254
H -5.01 2.08 2.86 0.266
H -3.81 1.51 1.19 0.204

***

19
Properties=species:S:1:pos:R:3:nbo_charge:R:1 method="wB97M-V/def2-TZVPD" lumo_ev=-0.48 homo_ev=-8.697 charge=0 de_lowest_kj_mol=112.1 orbital_gap_ev=8.2
C -2.57 0.02 -0.82 -0.555
C -0.34 0.82 -0.26 -0.319
C -1.34 0.63 -1.35 -0.595
C -0.35 -1.62 0.06 -0.561
C 0.45 -0.36 0.21 -0.547
P -3.78 -0.68 -0.27 0.603
P -0.42 2.34 0.46 0.448
P -0.90 -2.86 1.06 0.426
P 2.17 -0.54 -0.76 0.305
H -0.98 -0.02 -2.08 0.232
H -1.59 1.52 -1.89 0.255
H -0.63 -1.76 -0.96 0.203
H 0.75 -0.20 1.30 0.258
H 2.31 3.03 2.07 -0.014
H 0.61 2.11 1.51 -0.062
H 3.02 3.05 1.74 0.013
H -0.37 -2.62 2.39 -0.056
H 1.92 -0.92 -2.06 -0.030
H 2.05 -1.92 -0.36 -0.005

***

14
Properties=species:S:1:pos:R:3:nbo_charge:R:1 method="wB97M-V/def2-TZVPD" lumo_ev=1.01 homo_ev=-9.592 charge=0 de_lowest_kj_mol=442.3 smiles="C/C=N/N1CC1" orbital_gap_ev=10.6
C -2.14 0.60 0.80 -0.664
C -0.81 0.09 0.11 0.069
C 1.81 -0.09 0.11 -0.283
C 1.38 -0.45 -1.27 -0.311
H -2.10 1.30 1.49 0.215
H -2.90 0.61 -0.01 0.223
H -2.68 -0.19 1.48 0.223
H -0.34 0.83 -0.48 0.164
H 1.43 0.70 0.73 0.209
H 2.83 -0.50 0.56 0.211
H 2.10 -0.85 -1.96 0.219
H 0.92 0.35 -1.82 0.200
N -0.38 -1.04 0.46 -0.221
N 0.88 -1.37 -0.21 -0.255

***

11
Properties=species:S:1:pos:R:3:nbo_charge:R:1 method="wB97M-V/def2-TZVPD" lumo_ev=0.18 homo_ev=-9.830 charge=0 de_lowest_kj_mol=219.1 smiles=Nc1ncncn1 orbital_gap_ev=10.0
C 0.72 -0.22 0.12 0.556
C -1.11 1.10 0.81 0.288
C -1.20 -0.14 -1.19 0.309
H 2.03 -0.67 1.34 0.401
H 2.35 -1.47 -0.31 0.416
H -1.60 1.85 1.19 0.190
H -1.64 -0.61 -1.91 0.170
N 2.01 -0.67 0.21 -0.791
N 0.20 0.67 0.99 -0.531
N -1.85 0.77 -0.29 -0.497
N 0.09 -0.61 -0.99 -0.511